Record 1
Molecular formula: C7H11ClOS
Method: DFT, ωB97M-V/def2-TZVPD

Cartesian coordinates (Å):
1 Cl -3.236203 -1.087721 -3.759086
2 S 1.917586 0.251888 1.828919
3 O -0.826111 -0.488786 -2.036730
4 C 1.151899 0.711728 -1.633612
5 C -0.512555 -0.806123 2.516211
6 C 2.170372 1.978878 1.363023
7 C -1.678683 -1.439868 -1.592340
8 C 0.270952 -0.205812 -1.267212
9 C -2.772641 -1.794884 -2.256176
10 C 0.182532 0.260557 2.133440
11 H -0.306264 1.221569 1.985217
12 H 2.009826 0.915114 -1.005556
13 H 1.904404 2.654903 2.179759
14 H 1.602666 2.236329 0.468011
15 H 1.033212 1.270315 -2.556445
16 H -3.438526 -2.558627 -1.877279
17 H 0.352664 -0.787535 -0.350671
18 H -0.046031 -1.778432 2.672093
19 H 3.234823 2.097967 1.146539
20 H -1.581210 -0.734750 2.688143
21 H -1.432713 -1.916709 -0.646246

Cartesian forces, eV/Å:
Cl 0.0 0.0 0.0
S -0.2 0.1 0.1
O 0.0 0.1 -0.1
C -0.1 0.0 -0.1
C 0.0 -0.1 0.0
C 0.0 0.2 0.1
C -0.2 -0.1 0.1
C 0.1 -0.1 0.1
C 0.1 0.0 0.1
C 0.0 0.0 0.1
H 0.1 -0.1 0.0
H -0.1 -0.2 -0.2
H 0.1 -0.1 -0.1
H 0.0 0.0 0.2
H 0.0 -0.1 0.1
H 0.1 0.1 0.0
H 0.0 0.1 -0.2
H -0.1 0.2 0.0
H -0.1 -0.1 0.0
H 0.1 0.0 0.0
H 0.0 0.1 -0.1

## Properties
Total charge ... 0
SMILES ... C=CO/C=C\Cl.C=CSC
Orbital gap ... 9.34 eV

For each atom in turn, the Mulliken charge in e is: -0.17, -0.03, -0.27, -0.93, -0.69, -0.98, 0.01, 0.28, -0.33, -0.12, 0.27, 0.41, 0.33, 0.33, 0.23, 0.34, 0.18, 0.26, 0.34, 0.28, 0.26


Record 2
Molecular formula: C11H18Cl2N2O2PPb
Method: DFT, ωB97M-V/def2-TZVPD

Cartesian coordinates (Å):
1 Pb 0.759480 -0.838053 -0.852237
2 Cl -0.430624 0.946941 -2.188110
3 Cl 0.660936 -1.932081 -4.256344
4 P -2.081006 -0.547601 0.159326
5 O 0.421745 -0.870600 3.034483
6 O 1.044913 -3.386956 -2.111767
7 N 3.765800 4.212594 2.799499
8 N 1.156064 1.671858 0.802522
9 C 0.926087 -4.643727 -4.182179
10 C -3.211409 0.822093 -0.306978
11 C -2.916762 -1.048750 1.712371
12 C 0.867568 2.109075 2.037172
13 C 0.280528 -0.903899 1.899231
14 C 1.690388 2.993828 2.735735
15 C -2.722675 -1.856513 -0.944323
16 C 3.134513 3.037920 0.791843
17 C 2.225563 2.190182 0.159394
18 C 2.882693 3.435737 2.117769
19 C 0.914097 -3.414613 -3.331328
20 H 1.437599 3.344596 3.729984
21 H -4.244012 0.448776 -0.321013
22 H 3.595674 4.487157 3.758329
23 H -0.052340 1.743960 2.497146
24 H 4.018235 3.416287 0.269136
25 H 4.632707 4.517230 2.376850
26 H 1.674848 -4.554951 -4.985522
27 H -0.062806 -4.795020 -4.647143
28 H -3.987545 -1.186034 1.497222
29 H -2.929451 1.197815 -1.295154
30 H -2.793698 -0.267079 2.473663
31 H -3.815779 -1.863230 -0.865491
32 H -2.490913 -1.984590 2.091515
33 H 1.165707 -5.519044 -3.562102
34 H -2.333008 -2.836816 -0.652005
35 H -2.430683 -1.645360 -1.976968
36 H -3.125520 1.641412 0.417455
37 H 2.373087 1.877453 -0.881982

Cartesian forces, eV/Å:
Pb 0.7 -0.1 -1.2
Cl 0.1 -0.5 0.5
Cl 0.0 0.0 0.5
P -4.8 0.0 -0.4
O -0.4 -0.1 -3.2
O -0.5 0.9 -1.6
N -1.2 -1.1 -1.0
N 0.3 0.1 -0.2
C 0.2 -0.4 0.2
C 1.1 0.9 -0.2
C 1.4 0.0 0.9
C 0.4 0.6 0.5
C 0.5 -0.2 4.0
C -0.8 -0.4 0.0
C 1.3 -0.5 -0.6
C 0.1 -0.1 -1.3
C 0.4 0.2 0.4
C 0.9 0.8 1.0
C 0.2 -0.8 1.0
H -0.1 -0.1 0.0
H 0.3 -0.2 0.2
H 0.0 0.1 0.2
H 0.3 0.1 -0.1
H -0.3 -0.2 0.1
H 0.2 0.1 -0.1
H -0.3 0.1 0.2
H 0.3 0.2 0.1
H 0.3 0.1 -0.2
H -0.2 0.0 0.2
H -0.1 -0.2 -0.1
H 0.1 0.2 0.2
H -0.2 0.1 0.0
H -0.1 0.4 -0.2
H -0.1 0.0 -0.1
H -0.1 -0.1 0.0
H -0.1 -0.1 -0.2
H 0.0 0.3 0.4

## Properties
Total charge ... +3
Orbital gap (spin up / spin down) ... 5.89 / 5.42 eV

For each atom in turn, the Mulliken charge in e is: 1.10, -0.30, -0.14, 0.82, -0.07, -0.54, -0.25, 0.00, -1.02, -1.16, -1.23, -0.38, 0.07, -0.74, -1.17, -0.73, -0.32, 1.23, 0.76, 0.38, 0.47, 0.28, 0.48, 0.38, 0.28, 0.36, 0.34, 0.44, 0.37, 0.41, 0.44, 0.45, 0.31, 0.43, 0.41, 0.39, 0.45


Record 3
Molecular formula: C4H6NO4S
Method: DFT, ωB97M-V/def2-TZVPD

Cartesian coordinates (Å):
1 S 1.830722 -0.445539 0.894306
2 O 2.267865 -1.238040 -0.247998
3 O 2.868297 0.397615 1.455101
4 O -1.076247 -1.255400 0.461967
5 O 1.073222 -1.224609 1.880557
6 N -0.529174 2.310367 1.763675
7 C -0.548837 -0.536940 -0.580762
8 C 0.594779 0.700151 0.150252
9 C -0.019343 1.569721 1.044375
10 C -1.639094 0.148507 -1.374264
11 H 0.155671 -1.108899 -1.190454
12 H -0.325382 -1.417530 1.105584
13 H -1.247402 0.557583 -2.302367
14 H -2.093546 0.942306 -0.786352
15 H 1.097447 1.190783 -0.673655
16 H -2.408978 -0.590077 -1.599965

Cartesian forces, eV/Å:
S 0.9 0.5 -0.4
O -0.2 0.1 0.1
O -0.3 -0.1 0.1
O -0.2 -0.1 0.1
O 0.0 0.1 0.1
N -0.1 0.0 0.0
C 1.4 2.1 1.1
C -0.5 -3.8 -2.2
C -0.8 1.1 1.0
C 0.2 -0.2 0.3
H -0.1 0.1 0.0
H -0.4 -0.1 -0.2
H 0.0 0.1 -0.1
H -0.1 0.1 0.1
H 0.1 0.2 -0.1
H 0.0 0.0 -0.1

## Properties
Total charge ... -1
SMILES ... C[C@H](O)[C@@H](C#N)S(=O)(=O)[O-]
Orbital gap ... 9.52 eV

For each atom in turn, the Mulliken charge in e is: 1.16, -0.66, -0.65, -0.60, -0.72, -0.59, 0.15, -0.54, 0.39, -1.27, 0.38, 0.52, 0.32, 0.31, 0.43, 0.36


Record 4
Molecular formula: C3H8NO2
Method: DFT, ωB97M-V/def2-TZVPD

Cartesian coordinates (Å):
1 O -0.066268 0.941832 -1.815787
2 O -1.862043 -0.953895 1.609628
3 N 1.353473 -0.144211 -0.172454
4 C 1.122492 0.846245 -1.277306
5 C 0.401564 -0.102391 0.913722
6 C -0.973671 -0.687883 0.546924
7 H 0.257718 0.895381 1.377249
8 H 0.884128 -0.642611 1.735387
9 H 1.903039 0.530732 -2.073757
10 H 2.254968 0.162517 0.188568
11 H -1.491444 -0.310967 -0.336078
12 H -2.142518 -0.143548 2.024780
13 H 1.569472 1.838732 -0.896377
14 H -0.644332 -1.671179 0.140659

Cartesian forces, eV/Å:
O -0.4 -0.1 0.6
O 0.0 -0.5 0.7
N -0.2 0.0 -0.3
C 0.9 0.5 -1.7
C -0.4 1.1 0.7
C 1.4 -2.0 -1.5
H 0.0 0.4 -0.4
H -0.5 -0.5 0.0
H -0.1 0.0 0.7
H 0.0 -0.4 0.2
H 0.4 1.1 0.3
H 0.0 0.5 0.0
H -0.4 -0.1 0.1
H -0.5 0.1 0.5

## Properties
Total charge ... -1
SMILES ... [O-]CNCCO
Orbital gap ... 6.10 eV

For each atom in turn, the Mulliken charge in e is: -0.80, -0.53, -0.44, -0.42, -0.38, -0.45, 0.31, 0.28, 0.17, 0.27, 0.28, 0.30, 0.18, 0.24


Record 5
Molecular formula: C7H12N4OS
Method: DFT, ωB97M-V/def2-TZVPD

Cartesian coordinates (Å):
1 S -3.178922 0.156790 -1.045408
2 O 3.065118 0.772388 0.627828
3 N 0.402645 -1.224747 -0.211475
4 N 1.760830 0.372010 0.845446
5 N 4.881393 0.246437 -0.721670
6 N 1.512685 -0.574838 -0.059373
7 C -3.121042 -0.927878 0.426526
8 C -1.845562 -1.782904 0.421358
9 C -1.872807 2.178535 0.410807
10 C 3.573326 0.054621 -0.397682
11 C -0.602581 -1.004831 0.599973
12 C 2.624600 -0.799219 -0.860320
13 C -1.883279 1.231710 -0.735197
14 H -2.364840 1.758364 1.287627
15 H 5.158019 -0.066821 -1.636712
16 H -0.505381 -0.337981 1.450615
17 H 2.620510 -1.527004 -1.639145
18 H -0.845884 2.430518 0.676366
19 H 5.280400 1.113207 -0.398490
20 H -4.007786 -1.557718 0.369310
21 H -3.174168 -0.309855 1.321104
22 H -1.779736 -2.345009 -0.511200
23 H -1.956040 -2.487491 1.252416
24 H -1.350272 1.519853 -1.627348
25 H -2.391226 3.111856 0.154650

Cartesian forces, eV/Å:
S -0.2 -0.4 0.1
O 0.7 -0.1 -0.4
N -1.2 -0.7 0.0
N -1.3 0.3 0.9
N 0.1 0.1 0.2
N 1.2 0.4 -0.1
C 0.3 0.3 -0.5
C -0.4 -0.1 0.0
C 0.1 0.0 0.1
C -0.9 -0.8 -0.4
C 0.6 0.4 -0.2
C 0.8 0.6 0.1
C -0.1 0.0 0.0
H 0.0 0.0 0.1
H 0.0 0.2 0.0
H 0.0 0.1 0.0
H 0.0 -0.2 -0.2
H 0.0 0.1 0.1
H 0.0 0.0 -0.2
H 0.0 0.0 0.1
H -0.1 -0.1 0.1
H 0.0 -0.1 0.1
H 0.1 -0.1 0.0
H 0.2 0.0 -0.1
H 0.0 0.0 0.0

## Properties
Total charge ... 0
Orbital gap (spin up / spin down) ... 7.57 / 6.61 eV

For each atom in turn, the Mulliken charge in e is: -0.14, -0.30, -0.88, -0.79, -0.46, 1.21, -0.68, -0.42, -0.92, 0.19, -0.37, -0.14, -0.23, 0.26, 0.23, 0.56, 0.40, 0.26, 0.25, 0.39, 0.29, 0.31, 0.28, 0.41, 0.31


Record 6
Molecular formula: H24O12
Method: DFT, ωB97M-V/def2-TZVPD

Cartesian coordinates (Å):
1 O -1.625075 1.065480 2.762978
2 O 0.373670 4.151167 -2.059209
3 O 0.803185 -0.054369 -3.840302
4 O 5.698664 1.405696 -0.407349
5 O 3.835680 0.537656 3.719050
6 O -3.463485 4.073130 -0.356154
7 O -3.363933 -0.778424 1.013667
8 O 0.506469 -1.466022 -1.503653
9 O -3.930894 -2.783038 -0.226717
10 O -0.449959 -2.229280 0.597422
11 O 0.567969 0.107616 1.225920
12 O 2.028147 -4.931838 -1.011593
13 H 0.058483 -2.260644 -1.814896
14 H -3.112254 -2.471895 0.175787
15 H 0.101293 0.010598 -4.497658
16 H 4.002607 0.240557 2.817464
17 H 0.445419 -0.855881 -2.247287
18 H -0.316259 4.173812 -2.731871
19 H -3.671074 -0.654752 0.108482
20 H 0.204168 0.472245 0.411251
21 H 1.512866 0.036472 1.049574
22 H -3.996953 3.741553 0.374913
23 H -2.556873 3.882582 -0.090190
24 H -1.143596 -2.749968 1.017828
25 H 1.408372 -5.370608 -0.418003
26 H -4.618547 -2.482870 0.378282
27 H 2.906741 0.794612 3.713087
28 H -1.093817 0.995600 3.564147
29 H -0.907584 -1.751460 -0.103476
30 H 0.930663 0.853517 -3.542841
31 H 6.374666 1.546581 0.265081
32 H 2.024187 -4.013827 -0.717939
33 H 0.385656 5.047602 -1.705301
34 H -2.406728 -0.852510 0.928460
35 H -2.445458 1.474650 3.060540
36 H 4.933567 1.096252 0.090506

Cartesian forces, eV/Å:
O -0.2 0.2 0.2
O -0.2 0.0 -0.1
O -0.2 0.3 -0.1
O 0.0 0.0 0.2
O -0.1 0.0 -0.2
O 0.1 -0.1 0.1
O 0.3 1.0 0.3
O -0.2 0.2 -0.2
O -0.2 -1.1 -0.8
O -1.1 -0.8 0.5
O 0.5 0.7 0.2
O -0.1 0.0 0.1
H 0.3 -0.1 0.0
H -0.6 -0.3 0.0
H 0.0 -0.1 0.0
H 0.0 0.0 0.2
H 0.3 -0.1 -0.5
H 0.0 0.0 0.1
H 0.0 0.1 0.1
H 0.1 -0.1 0.1
H -0.2 -0.2 -0.1
H 0.0 0.0 -0.1
H 0.0 0.0 0.0
H 0.1 -0.2 0.3
H 0.1 0.0 -0.1
H 0.3 -0.1 0.0
H 0.0 0.0 0.0
H 0.1 -0.1 -0.2
H 0.6 0.1 -0.2
H 0.2 0.1 0.0
H 0.0 0.0 -0.1
H 0.0 0.0 0.0
H 0.1 -0.1 0.0
H 0.2 0.5 0.5
H 0.0 -0.1 0.0
H 0.1 0.1 -0.1

## Properties
Total charge ... 0
SMILES ... O.O.O.O.O.O.O.O.O.O.O.O
Orbital gap ... 10.49 eV

For each atom in turn, the Mulliken charge in e is: -0.54, -0.63, -0.67, -0.63, -0.62, -0.64, -0.77, -0.67, -0.67, -0.56, -0.50, -0.64, 0.33, 0.34, 0.32, 0.30, 0.33, 0.32, 0.41, 0.25, 0.22, 0.32, 0.32, 0.30, 0.32, 0.31, 0.33, 0.27, 0.30, 0.32, 0.33, 0.33, 0.31, 0.37, 0.27, 0.30


Record 7
Molecular formula: C4H9NO2
Method: DFT, ωB97M-V/def2-TZVPD

Cartesian coordinates (Å):
1 O 3.089240 0.533966 0.752052
2 O -2.390798 0.731454 0.677893
3 N 2.163837 -0.157335 -0.083867
4 C 0.883364 0.525884 -0.252685
5 C -1.558071 0.759888 -0.462095
6 C -0.520624 -1.527403 0.182947
7 C -0.273851 -0.096804 -0.165495
8 H -2.082103 0.305069 -1.316356
9 H -3.091539 1.382067 0.569492
10 H 2.084551 -1.097026 0.295930
11 H -1.283252 1.788250 -0.728076
12 H -1.505857 -1.618477 0.634269
13 H 1.012907 1.580288 -0.440643
14 H 3.733619 0.936323 0.153250
15 H 0.225096 -1.888664 0.890421
16 H -0.486518 -2.157478 -0.707038

Cartesian forces, eV/Å:
O -0.4 0.2 0.1
O -0.2 0.0 0.4
N -0.8 0.5 -0.8
C 2.4 -1.0 1.0
C 1.2 -1.0 -0.2
C 0.2 0.1 -0.1
C -2.2 1.5 -0.4
H 0.0 0.1 0.0
H 0.0 -0.1 0.0
H -0.1 0.4 0.0
H 0.1 -0.2 0.0
H 0.0 -0.1 0.1
H -0.1 0.1 -0.1
H -0.2 -0.3 -0.1
H 0.0 -0.1 0.1
H 0.0 -0.1 0.0

## Properties
Total charge ... 0
SMILES ... C/C(=C\NO)CO
Orbital gap ... 9.28 eV

For each atom in turn, the Mulliken charge in e is: -0.44, -0.52, -0.31, -0.33, -0.57, -1.34, 0.70, 0.26, 0.30, 0.29, 0.35, 0.33, 0.28, 0.33, 0.40, 0.26


Calculated values (eV) of DFT total energy for the records, taken in order: -32840.059, -58326.023, -24762.198, -8824.631, -26291.058, -24958.134, -9876.454.
Calculated values (eV) of relative energy (zero: lowest compared OMol25 entry of this formula, charge and spin) for the records, taken in order: 1.4064, 0.0000, 0.0000, 3.1614, 4.6588, 3.5605, 3.6070.